No. 1
DFT (ωB97M-V/def2-TZVPD) results for a 5-piece molecular cluster, C37H50F14IN4O14S overall.

```
121
Properties=species:S:1:pos:R:3:forces:R:3:lowdin_charge:R:1
C 1.211 2.333 -0.410 0.4 0.1 0.2 -0.01
C 1.242 1.784 1.007 -0.2 0.5 -0.3 -0.34
F 2.566 1.743 1.467 -0.2 -0.2 -0.1 -0.02
C 0.625 0.382 1.209 -0.1 0.2 0.4 -0.07
N -0.058 -0.184 0.064 0.3 -0.4 -0.4 -0.02
C 0.333 -1.159 -0.766 -0.4 0.2 -0.3 -0.22
C 1.597 -1.960 -0.749 0.1 0.2 0.0 -0.05
C 2.935 -1.203 -0.588 -0.3 -0.1 -0.3 -0.03
C 4.044 -2.047 0.052 0.1 0.2 -0.2 -0.39
F 3.742 -3.376 -0.016 0.0 0.2 0.1 0.11
F 5.180 -1.880 -0.673 -0.2 -0.1 0.2 0.13
C 4.402 -1.671 1.542 0.3 -0.1 0.0 -0.33
F 3.489 -0.812 2.061 0.0 -0.1 -0.1 0.12
F 5.587 -1.042 1.550 -0.2 0.0 0.0 0.17
C 4.533 -2.866 2.533 -0.1 0.2 0.2 -0.34
F 5.352 -3.783 2.017 -0.1 -0.1 -0.2 0.17
F 5.122 -2.382 3.645 0.0 0.0 0.0 0.16
C 3.171 -3.530 2.955 0.0 -0.2 -0.2 -0.32
F 3.291 -4.854 2.846 0.1 0.0 0.0 0.18
F 2.183 -3.130 2.103 0.0 0.1 0.0 0.12
C 2.685 -3.186 4.383 -0.1 0.0 0.1 -0.36
F 2.733 -1.857 4.567 0.0 0.2 0.0 0.17
F 3.480 -3.779 5.276 0.1 -0.2 0.0 0.18
C 1.210 -3.640 4.657 0.1 0.2 -0.2 -0.56
F 0.372 -2.682 4.256 -0.1 0.2 -0.1 0.17
F 1.041 -3.832 5.949 0.0 0.0 0.3 0.21
F 0.906 -4.751 4.004 0.0 -0.3 -0.1 0.20
N -0.597 -1.426 -1.676 0.1 0.2 0.1 0.23
C -1.632 -0.600 -1.434 -0.1 0.2 0.4 -0.31
N -2.731 -0.597 -2.168 0.1 -0.2 -0.3 -0.03
C -3.887 0.278 -1.967 -0.2 0.2 0.3 -0.15
C -4.845 -0.166 -0.850 0.1 0.1 -0.2 -0.18
C -5.718 0.998 -0.337 -0.2 -0.5 0.2 -0.14
C -5.702 1.181 1.185 0.6 0.1 0.1 -0.19
O -6.866 0.586 1.772 -0.4 0.1 -0.6 -0.03
C -7.717 1.424 2.402 0.2 0.4 0.6 -0.33
O -7.385 2.379 3.043 0.0 0.0 -0.3 0.09
C -2.742 -1.518 -3.320 0.1 -0.3 -0.2 -0.20
C -2.906 -3.010 -2.970 -0.1 -0.1 0.2 -0.75
C -3.519 -3.336 -1.616 0.0 -0.4 -0.1 -0.18
I -4.104 -3.916 -4.507 0.2 -0.1 0.1 1.02
N -1.336 0.206 -0.358 0.1 -0.3 0.3 -0.28
S -2.188 1.447 0.434 0.2 0.6 -0.1 1.00
H 2.046 3.028 -0.504 -0.1 0.0 0.0 0.09
H 0.309 2.920 -0.575 -0.1 -0.2 -0.1 0.08
H 1.339 1.566 -1.175 -0.1 0.0 0.0 0.08
H 0.720 2.495 1.652 0.1 -0.1 0.1 0.13
H -0.060 0.416 2.057 0.0 -0.1 -0.1 0.12
H 1.396 -0.333 1.483 0.0 0.0 0.0 0.11
H 1.608 -2.450 -1.720 -0.1 -0.1 0.1 0.14
H 1.467 -2.754 -0.015 0.1 0.1 0.1 0.12
H 3.300 -0.965 -1.588 0.0 0.0 0.1 0.14
H 2.821 -0.249 -0.081 0.2 -0.1 0.2 0.10
H -3.538 1.298 -1.796 0.0 0.0 0.0 0.09
H -4.446 0.298 -2.901 0.2 0.0 -0.1 0.13
H -5.483 -0.947 -1.264 0.1 -0.1 0.2 0.11
H -4.267 -0.603 -0.032 -0.1 0.0 0.0 0.09
H -5.453 1.934 -0.831 0.0 0.0 0.0 0.12
H -6.758 0.777 -0.583 0.0 0.2 -0.2 0.12
H -5.633 2.238 1.443 -0.2 0.0 0.1 0.12
H -4.835 0.685 1.625 0.0 0.0 0.0 0.09
H -8.763 1.128 2.272 0.1 -0.3 0.1 0.15
H -1.806 -1.410 -3.869 0.0 0.1 0.0 0.13
H -3.537 -1.190 -3.983 -0.1 0.1 0.1 0.09
H -1.947 -3.515 -3.057 0.0 0.1 0.0 0.06
H -3.400 -4.406 -1.438 0.0 0.0 0.0 0.08
H -3.020 -2.822 -0.791 0.0 0.1 0.0 0.06
H -4.591 -3.142 -1.589 0.1 0.2 0.1 0.06
H -2.224 0.935 1.678 -0.1 -0.4 -0.1 -0.08
C 1.825 4.944 4.334 -0.2 -0.1 -0.2 -0.02
C 2.682 5.078 3.101 0.0 0.0 0.2 -0.32
C 3.371 6.417 2.935 0.1 0.0 0.0 -0.08
O 3.471 6.533 1.507 0.0 0.0 0.1 0.08
C 2.481 5.804 0.961 0.0 0.0 0.0 -0.58
O 2.157 5.832 -0.184 0.1 0.0 -0.1 0.15
O 1.880 5.035 1.897 0.0 -0.1 0.1 0.06
H 2.407 5.176 5.225 0.0 0.0 0.0 0.10
H 0.970 5.619 4.281 0.1 0.1 0.0 0.09
H 1.441 3.930 4.431 0.0 0.0 0.0 0.08
H 3.403 4.260 3.042 0.0 0.0 -0.1 0.16
H 4.360 6.457 3.383 0.1 0.0 -0.1 0.14
H 2.766 7.245 3.311 0.0 0.0 0.0 0.14
C 8.059 -4.380 2.886 0.2 0.2 0.0 -0.03
C 9.379 -4.652 3.561 -0.2 0.0 0.0 -0.32
C 9.286 -5.332 4.911 0.0 -0.1 0.0 -0.10
O 10.448 -4.836 5.583 -0.1 0.0 0.0 0.06
C 10.761 -3.631 5.042 0.0 0.0 0.0 -0.56
O 11.547 -2.869 5.494 0.0 0.0 0.0 0.18
O 10.037 -3.424 3.913 0.1 0.0 0.0 0.08
H 7.474 -5.296 2.800 0.0 0.0 0.0 0.09
H 7.494 -3.644 3.456 0.0 -0.1 0.1 0.08
H 8.215 -3.976 1.886 0.0 0.0 0.0 0.09
H 10.047 -5.208 2.896 0.0 0.0 0.0 0.16
H 9.319 -6.417 4.856 0.1 0.0 0.1 0.14
H 8.400 -5.021 5.470 0.0 0.0 -0.1 0.14
C -1.777 9.347 0.109 -0.3 0.0 0.0 -0.02
C -1.810 7.894 0.505 0.1 0.2 -0.1 -0.32
C -0.817 7.006 -0.215 -0.1 0.1 0.0 -0.08
O -1.496 5.738 -0.219 0.1 0.0 0.0 0.05
C -2.826 5.985 -0.159 0.0 0.0 -0.1 -0.58
O -3.666 5.162 -0.350 -0.1 -0.2 0.1 0.14
O -3.061 7.277 0.129 0.0 0.0 0.1 0.09
H -0.769 9.746 0.217 0.0 0.0 0.0 0.09
H -2.100 9.466 -0.925 0.1 0.0 0.0 0.10
H -2.449 9.935 0.733 0.0 0.0 0.0 0.09
H -1.707 7.789 1.589 0.0 -0.1 0.0 0.16
H 0.137 6.922 0.287 0.0 -0.2 0.0 0.11
H -0.653 7.316 -1.249 0.0 0.0 0.0 0.15
C -7.644 -3.499 -10.365 0.0 0.3 0.0 -0.02
C -6.383 -3.822 -9.606 -0.2 -0.1 -0.1 -0.32
C -6.577 -4.661 -8.360 0.0 -0.1 0.0 -0.09
O -5.489 -4.226 -7.530 -0.1 0.0 0.0 -0.01
C -5.165 -2.960 -7.899 0.0 0.0 -0.1 -0.60
O -4.438 -2.248 -7.285 0.0 0.1 -0.2 0.08
O -5.788 -2.632 -9.048 0.1 0.0 0.0 0.09
H -8.184 -4.413 -10.610 0.0 0.0 0.0 0.09
H -8.289 -2.850 -9.772 0.0 -0.1 0.1 0.09
H -7.414 -2.976 -11.292 0.0 0.0 0.0 0.09
H -5.642 -4.279 -10.267 0.0 0.0 0.0 0.16
H -6.507 -5.730 -8.538 0.1 0.0 0.1 0.14
H -7.516 -4.435 -7.850 0.0 0.0 0.0 0.14
```
Forces are in eV/Å.

Results
total charge	+1
frontier orbital gap	8.512	eV
electronic energy	-4806.11740	a.u.
HOMO level	-11.0	eV

***

No. 2
DFT (ωB97M-V/def2-TZVPD) results for C37H50GeOPTl as an isolated structure in a non-equilibrium geometry.

```
91
Properties=species:S:1:pos:R:3:forces:R:3:lowdin_charge:R:1
Tl -20.537 -3.330 9.786 0.0 -0.1 0.9 0.02
O -18.048 -4.166 7.956 1.0 -0.9 -0.1 -0.19
H -17.531 -3.369 7.800 -0.1 0.2 0.1 0.02
H -17.392 -4.829 8.274 -0.8 0.8 -0.2 0.04
C -21.525 -1.008 2.772 0.4 1.8 0.3 -0.21
C -20.574 -2.156 2.989 0.4 -1.7 0.2 -0.22
C -20.409 -2.712 4.442 -1.0 0.3 0.0 -0.19
C -21.871 -2.764 5.031 0.4 -2.1 1.3 -0.46
C -22.420 -1.385 5.249 0.3 0.5 0.3 -0.23
C -22.137 -0.431 4.085 -0.6 0.3 -1.1 -0.18
P -21.848 -3.708 6.762 0.8 -0.4 0.0 1.05
C -21.841 -5.577 6.237 -0.3 -0.2 0.3 -0.41
C -20.806 -6.432 7.036 1.1 0.6 -0.3 -0.23
C -20.843 -7.921 6.721 -0.8 -0.4 -0.2 -0.22
C -21.005 -8.283 5.221 1.5 0.5 -0.3 -0.20
C -20.936 -7.055 4.252 0.1 -0.8 0.5 -0.19
C -21.700 -5.787 4.733 1.6 -0.3 -0.8 -0.23
C -23.554 -3.795 7.609 0.0 -0.1 -0.9 -0.48
C -24.710 -4.160 6.621 0.6 0.3 -0.8 -0.20
C -25.938 -3.196 6.714 0.4 -1.0 -0.3 -0.21
C -26.384 -2.936 8.151 -0.6 -0.3 0.3 -0.22
C -25.237 -2.789 9.149 1.3 -0.6 1.2 -0.20
C -23.923 -2.566 8.407 0.2 0.6 0.5 -0.28
H -22.206 -1.255 1.966 -0.7 -0.2 0.3 0.09
H -20.992 -0.132 2.322 -0.1 -0.6 0.3 0.10
H -19.580 -1.922 2.640 0.4 0.1 -0.4 0.09
H -20.988 -2.972 2.351 0.7 0.1 0.5 0.11
H -19.731 -2.088 5.080 -0.8 -0.2 -0.4 0.12
H -19.909 -3.704 4.407 -0.3 0.7 0.0 0.09
H -22.533 -3.415 4.425 0.4 0.8 -0.4 0.09
H -21.987 -0.943 6.180 -0.3 -0.4 -0.5 0.13
H -23.489 -1.487 5.406 -0.2 0.2 0.1 0.09
H -21.486 0.381 4.362 0.5 0.1 0.5 0.09
H -23.046 0.112 3.810 -0.2 -0.1 0.0 0.10
H -22.861 -5.926 6.459 0.3 -0.1 0.4 0.08
H -20.927 -6.356 8.127 0.0 0.5 -0.4 0.07
H -19.770 -6.068 6.807 -0.8 0.1 0.2 0.11
H -21.736 -8.273 7.235 -0.2 -0.4 0.1 0.09
H -20.007 -8.467 7.200 -0.2 0.4 -0.3 0.10
H -21.926 -8.759 5.035 -1.4 -0.6 0.1 0.07
H -20.263 -9.069 4.928 -0.3 0.7 0.1 0.10
H -21.383 -7.357 3.282 0.4 0.1 0.4 0.10
H -19.884 -6.823 4.074 0.0 0.1 0.0 0.09
H -22.648 -5.887 4.235 -0.7 0.6 0.0 0.10
H -21.117 -4.953 4.293 -0.8 -0.6 0.0 0.06
H -23.384 -4.641 8.326 0.0 0.7 -0.4 0.10
H -24.946 -5.237 6.742 -0.4 0.6 -0.1 0.10
H -24.261 -4.052 5.599 -0.7 -0.3 0.5 0.08
H -26.767 -3.624 6.113 0.3 0.2 0.3 0.10
H -25.720 -2.225 6.250 0.3 -0.3 0.0 0.09
H -27.117 -3.713 8.452 0.4 0.3 0.1 0.10
H -26.910 -2.008 8.102 -0.8 0.7 0.2 0.08
H -25.085 -3.753 9.684 -0.3 0.5 0.0 0.11
H -25.264 -1.992 9.964 -0.7 -0.9 -1.2 0.13
H -23.118 -2.274 9.101 -0.2 -0.1 0.0 0.03
H -24.104 -1.676 7.804 0.4 0.1 -0.5 0.10
C -21.010 -1.489 10.680 0.6 1.0 0.7 -0.62
Ge -20.229 0.210 11.312 -3.0 -3.8 -1.5 0.62
C -21.218 0.993 12.817 -0.4 0.7 0.9 -0.26
C -22.138 0.226 13.638 2.1 0.4 -1.2 -0.10
C -22.642 0.764 14.785 -1.0 0.4 0.0 -0.14
C -22.434 2.115 15.068 0.1 -0.8 1.2 -0.15
C -21.488 2.809 14.373 0.3 1.6 -0.8 -0.15
C -20.934 2.344 13.166 -1.0 -1.1 1.3 -0.12
C -20.795 1.418 9.906 1.2 1.3 -0.5 -0.29
C -19.971 1.504 8.763 -1.0 1.3 -0.9 -0.12
C -20.283 2.484 7.775 0.4 -1.8 1.0 -0.13
C -21.388 3.284 7.919 -0.9 0.8 -0.3 -0.17
C -22.220 3.242 9.044 0.5 -0.9 0.4 -0.12
C -21.919 2.281 10.028 0.0 0.2 -0.7 -0.11
C -18.377 0.001 11.770 0.2 3.1 -1.2 -0.30
C -17.409 0.831 11.119 -1.0 -1.4 0.2 -0.10
C -16.095 0.664 11.482 1.1 1.0 0.4 -0.14
C -15.758 0.003 12.673 0.5 -0.3 0.2 -0.14
C -16.734 -0.698 13.374 0.3 0.4 -0.2 -0.12
C -18.046 -0.709 12.868 0.5 -1.9 2.5 -0.14
H -22.370 -0.811 13.375 0.4 0.3 -0.2 0.08
H -23.251 0.146 15.441 -0.2 0.2 -0.1 0.09
H -22.965 2.570 15.902 0.3 0.0 0.1 0.08
H -21.176 3.802 14.739 -0.4 -0.3 -0.3 0.09
H -20.406 3.128 12.600 0.3 -1.1 -0.1 0.10
H -19.176 0.777 8.536 -0.3 0.4 0.5 0.09
H -19.709 2.507 6.863 0.1 0.1 -0.2 0.08
H -21.709 3.883 7.076 0.2 0.4 0.0 0.07
H -23.064 3.947 9.129 0.3 -0.6 0.0 0.09
H -22.620 2.114 10.846 0.4 0.3 0.1 0.09
H -17.771 1.526 10.350 0.5 -0.4 0.2 0.08
H -15.280 1.177 10.961 -0.3 0.0 0.0 0.08
H -14.723 0.098 13.074 -0.8 -0.3 -0.5 0.09
H -16.464 -1.170 14.326 -0.3 0.1 -0.4 0.09
H -18.789 -1.309 13.462 0.5 0.7 -1.0 0.12
```
Forces are in eV/Å.

Results
ΔE to the lowest compared entry with this formula, charge and spin	106.42	kJ/mol
total charge	-2
frontier orbital gap	2.584	eV
electronic energy	-4105.52668	a.u.
HOMO level	1.7	eV